[1]
Computed, not measured: a structure of composition C16H34F6MnN2O6 in a non-equilibrium geometry, with wB97M-V/def2-TZVPD.

Geometry (Å):
1 Mn -28.6249 -29.2848 28.7393
2 C -30.3458 -27.7575 26.1736
3 O -31.6643 -28.2032 26.4999
4 O -29.6274 -28.1321 27.3293
5 C -29.9391 -28.1639 24.6933
6 F -30.6738 -29.1893 24.3185
7 F -30.0264 -27.1562 23.7878
8 F -28.6426 -28.4897 24.7498
9 C -32.7045 -27.5909 25.8599
10 C -33.9210 -28.4562 26.2709
11 H -33.7676 -29.5186 26.0821
12 H -34.3121 -28.2856 27.2740
13 H -34.7644 -28.1478 25.6530
14 H -32.6267 -27.7562 24.7853
15 H -32.8942 -26.5179 25.8897
16 H -30.3605 -26.6688 26.1218
17 C -25.2903 -28.5873 28.8092
18 O -25.2287 -29.8820 29.3764
19 O -26.6808 -28.4312 28.5924
20 C -24.5191 -27.5136 29.5708
21 F -23.2904 -27.7997 29.8650
22 F -24.4677 -26.3148 28.9438
23 F -25.0451 -27.2995 30.7792
24 C -23.9234 -30.5771 29.3650
25 C -24.1188 -32.0733 29.7045
26 H -23.2311 -32.6344 29.4126
27 H -24.4540 -32.2503 30.7265
28 H -24.8420 -32.3885 28.9524
29 H -23.1894 -30.1532 30.0504
30 H -23.5120 -30.4977 28.3588
31 H -24.8575 -28.7203 27.8177
32 C -31.7207 -32.3869 28.4809
33 C -30.3480 -31.7498 28.5060
34 C -29.5811 -31.7125 27.2464
35 O -28.3158 -31.1364 27.4790
36 C -27.4953 -31.3407 26.3646
37 N -30.5027 -30.3758 28.9294
38 H -32.2615 -32.3494 29.4265
39 H -31.6623 -33.4488 28.2419
40 H -32.2992 -31.7921 27.7741
41 H -29.7877 -32.3091 29.2552
42 H -30.1333 -31.1347 26.5052
43 H -29.4571 -32.7023 26.8070
44 H -27.2528 -32.3919 26.2093
45 H -26.5015 -30.9703 26.6161
46 H -27.9331 -31.0719 25.4033
47 H -30.8240 -29.9578 28.0680
48 H -31.3646 -30.3191 29.4530
49 C -26.7353 -30.7877 32.3775
50 C -27.8774 -30.2331 31.6076
51 C -28.0128 -28.6683 31.6547
52 O -28.8859 -28.2285 30.5742
53 C -29.0020 -26.7891 30.6676
54 N -27.6868 -30.6680 30.2390
55 H -25.7032 -30.6785 32.0442
56 H -26.9838 -31.7972 32.7049
57 H -26.7609 -30.4089 33.3992
58 H -28.7105 -30.8144 32.0026
59 H -27.0014 -28.2622 31.6714
60 H -28.5266 -28.5631 32.6102
61 H -28.1922 -26.2567 30.1688
62 H -29.1760 -26.4928 31.7021
63 H -29.8512 -26.3800 30.1202
64 H -27.3841 -31.6094 30.4450
65 H -26.7381 -30.4113 30.0062

Summary:
* energy relative to the best compared isomer or geometry (same formula, charge and spin): 3.667 eV
* Kohn-Sham gap (spin up / spin down): 0.29360 / 0.31968 Ha
* E_HOMO (spin up / spin down): -0.2790 / -0.3053 hartree
* spin multiplicity: 6
* LUMO (spin up / spin down): 0.398 / 0.391 eV

---

[2]
Computed, not measured: a cluster of 2 separate species, C16H34N4O4PS2 in total in a non-equilibrium geometry, with wB97M-V/def2-TZVPD.

Geometry (Å):
1 C 3.8345 2.0284 0.3945
2 C 2.8282 1.5291 -0.8447
3 C 1.9629 2.8744 -1.2640
4 C 1.9109 0.2356 -0.4300
5 C 2.9664 -1.0293 -0.1775
6 C 0.8391 -0.2539 -1.5698
7 O -0.3025 0.6486 -1.7842
8 C -1.3507 0.4430 -0.7297
9 N -2.6720 0.7134 -1.4123
10 C -3.2001 2.0913 -1.0235
11 N -3.6193 2.9795 -2.0118
12 S -3.5740 2.5298 -3.7090
13 C -4.1077 4.3879 -1.6132
14 S -5.9024 4.3186 -1.0667
15 O -6.0485 4.5206 0.4918
16 O -6.7837 5.4501 -1.7150
17 N -3.2258 2.4130 0.4541
18 C -2.1497 1.6779 1.2287
19 P -2.8514 0.2155 2.2354
20 C -4.5885 -0.3270 1.6610
21 C -1.6280 -1.2408 2.3954
22 O -1.0043 1.3560 0.3651
23 H 4.7937 2.4926 -0.0894
24 H 4.1453 1.1528 1.1073
25 H 3.2570 2.8186 1.0740
26 H 3.5499 1.2840 -1.7414
27 H 1.1707 3.1723 -0.4248
28 H 2.6275 3.8234 -1.4380
29 H 1.3327 2.7016 -2.2427
30 H 1.4391 0.4610 0.6258
31 H 2.4292 -2.0786 -0.1831
32 H 3.9066 -0.9859 -0.8888
33 H 3.3728 -0.8871 0.9355
34 H 0.5380 -1.3822 -1.3703
35 H 1.4383 -0.2762 -2.6016
36 H -1.3218 -0.6963 -0.4652
37 H -3.3782 -0.0372 -1.2525
38 H -4.7296 1.7790 -4.0249
39 H -3.3910 4.7588 -0.7390
40 H -3.9627 5.1730 -2.4852
41 H -6.5381 3.0783 -1.3504
42 H -4.1728 2.3174 0.8801
43 H -1.7409 2.4627 2.0311
44 H -4.6083 -0.8601 0.6195
45 H -5.2811 0.6375 1.7184
46 H -5.0208 -1.0585 2.4975
47 H -1.3956 -1.8158 1.4021
48 H -0.6374 -0.8822 2.9084
49 H -2.1508 -2.0380 3.1132
50 C 4.7882 -6.5126 0.6464
51 C 5.2182 -5.0820 0.9546
52 C 4.1702 -4.3047 1.7536
53 C 2.8769 -4.2213 0.9593
54 N 1.8040 -4.1521 0.3004
55 H 3.8898 -6.5390 0.0216
56 H 5.5783 -7.0376 0.1003
57 H 4.5837 -7.0682 1.5687
58 H 5.4265 -4.5633 0.0108
59 H 6.1551 -5.1068 1.5220
60 H 4.5309 -3.2916 1.9605
61 H 3.9736 -4.7974 2.7119

Summary:
* Kohn-Sham gap: 0.21991 Ha
* E_HOMO: -0.4108 hartree
* charge: +1
* LUMO: -5.195 eV

---

[3]
Computed, not measured: a cluster of 4 separate species, C16H34NO13PS3 in total in a non-equilibrium geometry, with wB97M-V/def2-TZVPD.

Geometry (Å):
1 C 1.2002 -0.7104 -1.7987
2 C 0.9709 -1.3528 -2.9429
3 P -0.0754 -2.8572 -3.0973
4 N 0.5254 -3.9092 -1.8729
5 C -0.0053 -3.8130 -0.4947
6 C 0.9256 -4.5290 0.4803
7 O -1.4977 -2.4013 -2.3833
8 C -2.1746 -1.2290 -2.8483
9 C -3.2840 -0.8555 -1.8499
10 C -4.6308 -0.7620 -2.5821
11 C -3.0432 0.4142 -1.0060
12 C -3.8641 0.2940 0.3046
13 C -1.5761 0.6484 -0.6484
14 H 1.2597 -1.2974 -0.8897
15 H 1.2306 0.3723 -1.7344
16 H 1.3984 -1.0096 -3.8821
17 H 0.2795 -4.8379 -2.2022
18 H -0.9961 -4.2690 -0.4199
19 H -0.0820 -2.7692 -0.2048
20 H 1.8525 -3.9749 0.6309
21 H 0.4287 -4.5946 1.4529
22 H 1.1345 -5.5442 0.1404
23 H -2.6446 -1.4551 -3.8130
24 H -1.4719 -0.4126 -3.0273
25 H -3.3693 -1.6982 -1.1570
26 H -5.4364 -0.6266 -1.8573
27 H -4.6343 0.0658 -3.2908
28 H -4.8246 -1.6998 -3.1074
29 H -3.4379 1.3045 -1.5037
30 H -4.8670 0.7061 0.1814
31 H -3.9807 -0.7514 0.6023
32 H -3.3685 0.8073 1.1297
33 H -1.0937 -0.2721 -0.3119
34 H -1.0177 1.0634 -1.4890
35 H -1.5053 1.3980 0.1441
36 C 3.5229 0.9199 1.7485
37 C 4.1461 2.2782 1.9944
38 O 3.5739 3.1137 0.9722
39 S 2.0812 2.6474 0.6670
40 O 1.1649 3.4575 1.3868
41 O 1.9532 2.4653 -0.7339
42 O 2.1638 1.2297 1.3823
43 H 4.0006 0.4045 0.9139
44 H 3.5280 0.2786 2.6240
45 H 5.2268 2.2775 1.8898
46 H 3.8685 2.6814 2.9698
47 C 3.7890 -0.8760 7.0455
48 C 3.9865 -2.3751 7.1509
49 O 4.1513 -2.7923 5.7856
50 S 4.9055 -1.6640 4.9576
51 O 6.2888 -1.9531 4.8704
52 O 4.1478 -1.3977 3.7848
53 O 4.7009 -0.4802 6.0068
54 H 2.7745 -0.6223 6.7353
55 H 4.0381 -0.3469 7.9605
56 H 3.1326 -2.8895 7.5807
57 H 4.8904 -2.6285 7.7065
58 C -1.8198 4.5232 -3.0409
59 C -2.9844 5.3653 -3.5247
60 O -3.5473 4.5928 -4.5974
61 S -3.3921 3.0358 -4.2841
62 O -4.5961 2.5464 -3.7146
63 O -2.7996 2.4065 -5.4063
64 O -2.3152 3.1785 -3.1151
65 H -0.9530 4.6136 -3.6970
66 H -1.5299 4.7410 -2.0169
67 H -2.6814 6.3362 -3.9049
68 H -3.7415 5.4907 -2.7489

Summary:
* Kohn-Sham gap: 0.29080 Ha
* E_HOMO: -0.2827 hartree
* LUMO: 0.220 eV

---

[4]
Computed, not measured: the ion C16H34NO2 with charge +1, with wB97M-V/def2-TZVPD.

Geometry (Å):
1 C 2.8838 1.5257 1.0362
2 C 2.5751 0.9702 2.4365
3 C 2.6822 -0.5530 2.5175
4 C 1.6627 -1.3374 1.6880
5 C 0.1844 -1.0462 1.9998
6 C -0.7628 -1.3053 0.8106
7 C -1.3894 -0.1585 -0.0099
8 C -2.5647 -0.7839 -0.8206
9 C -3.8575 -1.1652 -0.0973
10 C -0.4576 0.5095 -1.0656
11 O -0.3053 -0.1975 -2.2608
12 C 0.8465 -1.0447 -2.3772
13 C 1.7513 -0.5760 -3.5031
14 C 3.1393 -1.2008 -3.3835
15 C -1.1826 1.8288 -1.4155
16 N -2.2751 1.9817 -0.3782
17 C -1.8141 1.0937 0.7962
18 C -2.8647 0.9727 1.8814
19 O -0.6558 1.7155 1.2731
20 H 2.1811 2.3053 0.7374
21 H 2.8423 0.7433 0.2745
22 H 3.8821 1.9590 0.9904
23 H 1.5889 1.3011 2.7681
24 H 3.2817 1.3918 3.1529
25 H 3.6813 -0.8344 2.1701
26 H 2.6256 -0.8755 3.5605
27 H 1.8636 -1.1897 0.6232
28 H 1.8407 -2.4009 1.8665
29 H 0.0736 -0.0398 2.3957
30 H -0.1259 -1.7149 2.8051
31 H -0.2272 -1.9184 0.0805
32 H -1.5907 -1.9355 1.1409
33 H -2.1324 -1.6858 -1.2537
34 H -2.8059 -0.1601 -1.6874
35 H -3.6861 -1.5621 0.9030
36 H -4.5613 -0.3346 -0.0088
37 H -4.3767 -1.9355 -0.6661
38 H 0.5123 0.7375 -0.6188
39 H 1.4042 -1.0559 -1.4374
40 H 0.4842 -2.0596 -2.5619
41 H 1.3042 -0.8216 -4.4677
42 H 1.8159 0.5134 -3.4440
43 H 3.6905 -1.1323 -4.3199
44 H 3.7235 -0.7055 -2.6064
45 H 3.0776 -2.2597 -3.1217
46 H -0.5394 2.7015 -1.3542
47 H -1.6275 1.7782 -2.4054
48 H -3.1639 1.6332 -0.7400
49 H -2.4194 2.9523 -0.1009
50 H -2.7195 1.7611 2.6209
51 H -3.8841 1.0304 1.5057
52 H -2.7542 0.0148 2.3862
53 H -0.8544 2.5694 1.6850

Summary:
* energy relative to the best compared isomer or geometry (same formula, charge and spin): 1.231 eV
* Kohn-Sham gap: 0.36081 Ha
* E_HOMO: -0.4735 hartree
* charge: +1
* LUMO: -3.067 eV

---

[5]
Computed, not measured: a cluster of 3 separate species, C16H34O10 in total in a non-equilibrium geometry, with wB97M-V/def2-TZVPD.

Geometry (Å):
1 C -1.2985 0.8242 2.0661
2 C -2.5086 0.9002 2.9523
3 O -3.2407 2.1111 2.7664
4 C -4.4800 1.7118 2.3421
5 O -5.1523 2.2405 1.5022
6 O -4.7542 0.5568 3.0282
7 C -3.5518 -0.2181 2.8061
8 O -3.6072 -0.7690 1.5507
9 H -0.5439 0.2116 2.5378
10 H -1.5081 0.4129 1.0934
11 H -0.8735 1.8075 1.9452
12 H -2.1646 0.8313 3.9783
13 H -3.5200 -0.9136 3.6275
14 H -3.7084 -1.7124 1.6395
15 C -0.4668 6.2561 -3.0153
16 O 0.5941 5.6048 -2.3550
17 C 0.2536 5.2430 -1.0275
18 C 1.1802 4.1658 -0.5118
19 O 0.8457 2.8591 -0.9572
20 C 1.1531 2.5445 -2.3072
21 C 2.6246 2.3073 -2.5612
22 O 3.3179 3.5363 -2.6900
23 C 4.7033 3.3895 -2.4827
24 H -0.7537 7.1761 -2.4930
25 H -0.1256 6.5092 -4.0168
26 H -1.3385 5.5965 -3.0988
27 H -0.7800 4.8795 -0.9866
28 H 0.3443 6.1333 -0.3895
29 H 1.0698 4.1288 0.5740
30 H 2.2226 4.4046 -0.7298
31 H 0.7511 3.2943 -2.9905
32 H 0.6298 1.6060 -2.5023
33 H 2.7424 1.7427 -3.4970
34 H 3.0431 1.7192 -1.7355
35 H 4.9107 3.0302 -1.4677
36 H 5.1613 4.3686 -2.6054
37 H 5.1422 2.6978 -3.2114
38 C -2.8598 -5.0461 -0.2309
39 O -1.4834 -4.7584 -0.2929
40 C -1.2351 -3.3955 -0.5959
41 C 0.1710 -3.0053 -0.2019
42 O 0.3231 -2.7281 1.1831
43 C 0.3415 -3.8435 2.0622
44 C 1.6331 -4.6285 2.0300
45 O 1.6595 -5.5040 0.9169
46 C 2.9687 -5.9115 0.5916
47 H -3.3546 -4.8316 -1.1849
48 H -2.9664 -6.1052 -0.0066
49 H -3.3436 -4.4701 0.5686
50 H -1.9492 -2.7524 -0.0661
51 H -1.3606 -3.2509 -1.6776
52 H 0.4029 -2.0633 -0.7030
53 H 0.8965 -3.7469 -0.5400
54 H -0.5184 -4.4948 1.8948
55 H 0.2420 -3.4145 3.0620
56 H 1.7130 -5.2293 2.9470
57 H 2.4781 -3.9311 1.9867
58 H 3.5882 -5.0506 0.3140
59 H 2.9031 -6.5825 -0.2620
60 H 3.4371 -6.4440 1.4273

Summary:
* energy relative to the best compared isomer or geometry (same formula, charge and spin): 1.881 eV
* Kohn-Sham gap: 0.35273 Ha
* E_HOMO: -0.3399 hartree
* LUMO: 0.350 eV

---

[6]
Computed, not measured: a structure of composition C16H34OP2Zn in a non-equilibrium geometry, with wB97M-V/def2-TZVPD.

Geometry (Å):
1 P 0.1005 -1.6190 1.4234
2 P -0.0188 1.4650 1.7357
3 C -0.1343 -0.6090 -0.0912
4 C 0.3457 0.8341 0.0521
5 H -1.2047 -0.6484 -0.3478
6 H 0.4176 -1.1160 -0.8872
7 H 1.4336 0.9010 -0.1109
8 H -0.1427 1.4607 -0.7041
9 C -1.7104 2.1483 1.6764
10 H -1.8491 2.7455 2.5899
11 H -2.4497 1.3357 1.6772
12 H -1.8387 2.7744 0.7803
13 C 1.0596 2.8930 2.0297
14 H 1.0026 3.5946 1.1807
15 H 2.0952 2.5477 2.1632
16 H 0.7248 3.3815 2.9577
17 C -1.0373 -3.0100 1.0917
18 H -0.8878 -3.7953 1.8469
19 H -0.8513 -3.4104 0.0813
20 H -2.0733 -2.6375 1.1573
21 C 1.8201 -2.2408 1.2763
22 H 2.5225 -1.3968 1.3595
23 H 1.9460 -2.7385 0.3035
24 H 2.0185 -2.9477 2.0944
25 Zn -0.1084 -0.3024 3.3225
26 C 0.5355 1.6468 -3.1951
27 C -0.7928 1.6863 -3.0227
28 C -1.7741 0.9999 -3.9262
29 C -1.3926 -0.4404 -4.3770
30 C -0.6929 -1.2757 -3.3394
31 C 0.6356 -1.3359 -3.1604
32 C 1.6347 -0.5612 -3.9626
33 C 1.2513 0.9102 -4.2952
34 C 0.2807 -2.1590 4.0704
35 H 1.2032 2.1936 -2.5126
36 H -1.2342 2.3112 -2.2351
37 H -1.9522 1.6065 -4.8318
38 H -2.7399 0.9425 -3.4031
39 H -2.3392 -0.9530 -4.6111
40 H -0.8228 -0.3912 -5.3158
41 H -1.3689 -1.8809 -2.7175
42 H 1.0660 -2.0466 -2.4420
43 H 1.8484 -1.0889 -4.9086
44 H 2.5826 -0.5414 -3.4037
45 H 2.1985 1.4449 -4.4700
46 H 0.6958 0.9382 -5.2432
47 H 1.2836 -2.0804 4.5186
48 H 0.2294 -3.0850 3.4868
49 H -0.4598 -2.2438 4.8756
50 C -0.2007 1.1437 5.9975
51 O -0.3895 1.0537 4.6118
52 H -0.7438 2.0420 6.3220
53 H 0.8608 1.2839 6.2786
54 H -0.5833 0.2701 6.5533

Summary:
* energy relative to the best compared isomer or geometry (same formula, charge and spin): 0.000 eV
* Kohn-Sham gap: 0.23563 Ha
* E_HOMO: -0.2173 hartree
* LUMO: 0.500 eV